No. 1
This record from the OMol25 dataset describes a cluster of 2 separate species, C4H10O3 in total at a distorted geometry. The level of theory is wB97M-V/def2-TZVPD.

XYZ file:
```
17
Properties=species:S:1:pos:R:3:lowdin_charge:R:1
C 0.244 -0.470 0.102 -0.380
H -0.628 -0.581 2.183 0.111
H 1.202 -0.192 -0.322 0.138
C 0.022 1.355 1.907 -0.245
C 0.033 -1.943 -0.178 -0.037
O -0.859 0.294 -0.458 -0.046
H -0.383 -1.511 -3.777 0.045
H -0.774 -2.345 0.343 0.072
H -1.033 1.544 2.144 0.117
O 0.858 2.213 1.679 0.044
H 1.172 -0.531 1.989 0.116
H 0.500 -0.429 -3.149 0.047
H 0.879 -2.406 0.111 0.045
O -0.409 -0.607 -3.444 -0.052
C 0.219 -0.142 1.650 -0.097
H -0.063 -2.048 -1.237 0.062
H -0.703 0.491 -1.379 0.057
```

Values from the calculation:
SMILES = C[C@@H](O)CC=O.O
frontier orbital gap = 10.106 eV

***

No. 2
This record from the OMol25 dataset describes a cluster of 2 separate species, C4H10O3 in total. The level of theory is wB97M-V/def2-TZVPD.

XYZ file:
```
17
Properties=species:S:1:pos:R:3:lowdin_charge:R:1
H 0.724 -0.297 -1.452 0.075
C -0.875 2.165 -1.310 0.059
O -0.973 0.872 -1.461 -0.265
C 0.104 0.230 -2.184 -0.049
C -0.140 0.043 1.505 -0.239
H 0.673 1.001 -2.705 0.085
H -1.781 2.389 -0.691 0.024
C 1.049 -0.890 1.685 -0.245
O 1.322 -1.556 0.469 -0.083
H 1.944 -0.329 1.968 0.123
H -0.353 -0.475 -2.880 0.097
O -1.187 -0.712 0.912 -0.071
H 0.832 -1.616 2.483 0.120
H 0.460 -1.921 0.213 0.080
H 0.151 0.883 0.858 0.106
H -1.484 -0.241 0.121 0.062
H -0.465 0.455 2.470 0.121
```

Values from the calculation:
frontier orbital gap = 9.521 eV

***

No. 3
This record from the OMol25 dataset describes an isolated molecule of C4H10O3 at a distorted geometry. The level of theory is wB97M-V/def2-TZVPD.

XYZ file:
```
17
Properties=species:S:1:pos:R:3:lowdin_charge:R:1
H 1.063 1.999 -1.420 0.120
C 1.174 0.056 -0.261 -0.296
O -0.472 0.791 -1.965 -0.075
H 2.251 0.149 -0.066 0.126
H 1.180 0.393 2.052 0.125
O -0.512 -0.585 1.614 -0.207
C 0.869 0.925 -1.546 -0.215
H 0.286 -1.489 0.273 0.081
C 0.425 0.394 1.268 -0.112
H -2.394 0.270 1.876 0.094
H 0.169 1.210 0.658 0.086
H -0.619 -0.166 -1.996 0.083
H -1.872 0.032 0.175 0.083
O 0.719 -1.222 -0.563 -0.048
H 1.544 0.596 -2.366 0.124
C -1.855 -0.390 1.185 -0.067
H -2.341 -1.372 1.185 0.097
```

Values from the calculation:
SMILES = COC[C@@H](O)CO
frontier orbital gap = 10.239 eV

***

No. 4
This record from the OMol25 dataset describes a cluster of 3 separate species, C4H10O3 in total at a distorted geometry. The level of theory is wB97M-V/def2-TZVPD.

XYZ file:
```
17
Properties=species:S:1:pos:R:3:lowdin_charge:R:1
H -2.495 -0.851 0.357 0.023
O -2.497 -1.598 -0.264 -0.063
H -0.080 -0.257 -0.354 0.105
H 0.664 1.930 3.522 0.063
H -3.385 -1.968 -0.210 0.038
H 5.205 -4.076 -3.062 0.026
H -2.572 2.359 0.020 0.059
H 5.498 -3.028 -4.139 0.032
O 0.255 0.598 -0.054 0.011
C -0.762 1.369 0.474 -0.432
H -1.595 2.237 2.237 0.102
C -1.757 1.765 -0.335 0.074
C 0.222 1.299 2.755 0.025
H -1.768 1.487 -1.377 0.074
C -0.760 1.623 1.907 -0.140
H 1.025 0.704 2.303 0.059
O 4.803 -3.591 -3.782 -0.058
```

Values from the calculation:
SMILES = C=CC(=C)O.O.O
frontier orbital gap = 9.411 eV

***

No. 5
This record from the OMol25 dataset describes a cluster of 2 separate species, C4H10O3 in total at a distorted geometry. The level of theory is wB97M-V/def2-TZVPD.

XYZ file:
```
17
Properties=species:S:1:pos:R:3:lowdin_charge:R:1
C 0.000 0.000 0.000 -0.097
H -0.019 -1.101 -0.070 0.079
H 0.674 0.390 -0.781 0.080
H -2.870 1.991 -3.733 0.100
H -2.114 -0.106 0.337 0.122
C -1.792 2.176 -3.586 -0.077
H -1.227 1.524 -4.273 0.095
H -0.364 1.220 -8.995 0.046
O -1.159 1.264 -8.418 -0.092
C -1.430 0.538 -0.247 -0.157
C -1.720 0.631 -1.748 -0.416
O -1.526 1.922 -2.228 -0.069
H -1.019 0.558 -7.747 0.045
O -2.042 -0.383 -2.423 0.058
H 0.404 0.283 0.987 0.075
H -1.474 1.556 0.186 0.112
H -1.578 3.228 -3.843 0.097
```

Values from the calculation:
SMILES = CCC(=O)OC.O
frontier orbital gap = 11.117 eV

***

No. 6
This record from the OMol25 dataset describes an isolated molecule of C4H10O3. The level of theory is wB97M-V/def2-TZVPD.

XYZ file:
```
17
Properties=species:S:1:pos:R:3:lowdin_charge:R:1
H -1.498 -0.266 -1.115 0.096
C 0.755 -0.192 0.516 -0.362
H 1.300 0.325 1.310 0.158
H 0.638 -1.501 -1.677 0.093
H -2.541 0.443 0.166 0.105
H 0.344 -1.717 1.620 0.122
H -1.852 -1.194 0.385 0.098
O -0.566 0.434 0.617 -0.314
C 1.439 0.025 -0.823 -0.194
C -0.319 2.005 0.369 -0.020
C -1.687 -0.201 -0.043 -0.010
O 0.622 -1.559 0.709 0.029
O 0.723 -0.561 -1.888 -0.045
H 1.517 1.096 -1.009 0.111
H 2.452 -0.397 -0.730 0.135
H -1.124 2.395 1.011 -0.006
H -0.705 2.060 -0.668 0.008
```

Values from the calculation:
frontier orbital gap = 7.698 eV

***

The calculation returns the following ΔE to the lowest compared entry with this formula, charge and spin values, one per record and in order: 38.1; 101.3; 72.5; 61.0; 21.5; 120.2 kcal/mol.